(1)
# C14H23BN6OZn

C14H23BN6OZn as an isolated structure (the ωB97M-V functional and the def2-TZVPD basis, OMol25).

ΔE to the lowest compared entry with this formula, charge and spin	148.0	kcal/mol
orbital gap (spin up / spin down)	6.548 / 7.199	eV
HOMO energy (spin up / spin down)	-0.295 / -0.313	hartree

ORCA input file:
```
! wB97M-V def2-TZVPD RIJCOSX def2/J DEFGRID3
* xyz 0 1
H -1.435 -1.505 -0.505
N -1.289 0.592 -0.951
B -0.409 2.740 -2.293
N -0.865 1.251 -2.103
C -1.037 0.413 -3.140
Zn -2.442 1.177 0.514
H -0.988 0.778 -4.151
C -1.365 -0.858 -2.655
H -1.482 -1.771 -3.200
C -1.430 -0.730 -1.267
H -0.865 3.208 -3.334
C 1.389 -0.728 1.611
H 0.727 -0.729 2.499
H 1.979 0.214 1.459
H 0.727 -0.984 0.717
N 1.173 2.758 -2.461
N -1.040 3.582 -1.123
N 1.970 2.005 -1.605
N -1.409 3.091 0.137
C 1.955 3.323 -3.465
C -1.579 4.813 -1.280
H 1.546 3.886 -4.267
H -1.552 5.267 -2.267
C 3.297 2.949 -3.194
C -2.193 5.200 -0.099
C 3.259 2.151 -2.005
C -1.991 4.141 0.798
H 4.185 3.230 -3.728
H -2.665 6.164 0.104
H 4.093 1.727 -1.472
H -2.168 4.095 1.859
H 1.347 -2.098 1.693
C -0.774 -2.954 2.960
C 0.283 -3.893 2.402
C 1.054 -4.589 3.536
C -0.451 -4.979 1.606
O 1.185 -3.245 1.502
H -1.443 -3.486 3.658
H -1.386 -2.556 2.135
H -0.229 -2.148 3.455
H 0.324 -5.160 4.123
H 1.846 -5.276 3.203
H 1.580 -3.879 4.183
H -1.096 -4.530 0.832
H 0.273 -5.678 1.169
H -1.130 -5.607 2.197
*
```

=====

(2)
# C15H36N8O2P

A 2-piece molecular cluster, C15H36N8O2P overall (the ωB97M-V functional and the def2-TZVPD basis, OMol25).

ΔE to the lowest compared entry with this formula, charge and spin	0.0	kcal/mol
orbital gap	6.945	eV
HOMO energy	-0.367	hartree

ORCA input file:
```
! wB97M-V def2-TZVPD RIJCOSX def2/J DEFGRID3
* xyz 1 1
C 2.132 1.297 -2.154
C 0.801 1.098 -2.894
O 0.174 2.032 -3.321
N 0.409 -0.294 -3.013
C 0.527 -0.747 -4.403
C -0.930 -0.484 -2.437
C -1.006 -1.607 -1.368
C 0.301 -1.873 -0.583
C 0.832 -3.321 -0.698
C 1.027 -3.775 -2.097
N 0.055 -3.993 -3.003
C 0.645 -4.414 -4.119
N -0.065 -4.731 -5.230
N 1.982 -4.473 -3.944
N 2.185 -4.079 -2.679
H 2.733 0.430 -2.439
H 2.600 2.245 -2.400
H 1.952 1.211 -1.078
H 1.233 -0.091 -4.923
H 0.979 -1.744 -4.425
H -0.408 -0.707 -4.967
H -1.257 0.441 -1.961
H -1.666 -0.668 -3.225
H -1.753 -1.280 -0.640
H -1.427 -2.510 -1.807
H 0.075 -1.738 0.476
H 1.112 -1.182 -0.804
H 0.190 -4.036 -0.183
H 1.808 -3.348 -0.202
H -0.745 -5.467 -5.157
H -0.009 -4.240 -6.103
H 2.675 -4.764 -4.617
H 3.102 -4.044 -2.254
O 0.568 0.770 1.570
P 0.101 1.792 2.593
N -0.777 0.710 3.610
C -2.004 0.970 4.331
C 0.029 -0.297 4.296
N -0.905 2.656 1.455
C -2.333 2.409 1.371
C -0.331 2.642 0.113
N 0.074 3.113 3.671
C 0.961 3.008 4.831
C -0.868 4.210 3.753
H -1.849 1.525 5.268
H -2.480 0.023 4.589
H -2.739 1.501 3.734
H 0.589 0.126 5.139
H 0.747 -0.751 3.610
H -0.594 -1.108 4.678
H -2.572 1.345 1.235
H -2.761 2.966 0.535
H -2.864 2.789 2.245
H -0.519 1.695 -0.407
H 0.745 2.804 0.134
H -0.763 3.448 -0.485
H 0.434 2.609 5.706
H 1.384 3.978 5.098
H 1.804 2.350 4.615
H -1.831 3.890 4.162
H -1.025 4.690 2.790
H -0.484 4.991 4.412
*
```

=====

(3)
# C23H22O5PS2Zr

C23H22O5PS2Zr as an isolated structure (the ωB97M-V functional and the def2-TZVPD basis, OMol25).

ΔE to the lowest compared entry with this formula, charge and spin	28.4	kcal/mol
orbital gap	7.933	eV
HOMO energy	-0.427	hartree

ORCA input file:
```
! wB97M-V def2-TZVPD RIJCOSX def2/J DEFGRID3
* xyz 1 1
Zr -1.219 0.208 0.390
C 3.854 4.695 1.026
O 2.631 5.425 0.940
C 1.491 4.750 0.874
C 0.322 5.528 0.725
C -0.885 4.921 0.591
C -1.018 3.508 0.582
C -2.254 2.928 0.170
C -3.513 3.729 0.095
O -2.330 1.722 -0.237
C 0.157 2.732 0.850
O 0.118 1.415 1.032
C 1.388 3.368 0.971
H 4.648 5.434 0.997
H 3.955 4.016 0.178
H 3.912 4.142 1.964
H 0.425 6.605 0.700
H -1.762 5.535 0.439
H -3.478 4.379 -0.783
H -3.652 4.346 0.980
H -4.350 3.046 -0.022
H 2.240 2.734 1.168
S -2.509 -1.589 -1.040
P -0.596 -1.510 -1.697
S -0.020 0.382 -2.032
C 0.351 -2.064 -0.199
C 0.061 -3.317 0.347
C 0.733 -3.757 1.472
C 1.677 -2.938 2.086
C 1.973 -1.697 1.550
C 1.328 -1.259 0.396
C -0.229 -2.696 -3.002
C -1.020 -3.835 -3.127
C -0.685 -4.789 -4.074
C 0.422 -4.597 -4.891
C 1.194 -3.450 -4.772
C 0.873 -2.491 -3.826
H -0.677 -3.952 -0.127
H 0.521 -4.742 1.866
H 2.191 -3.279 2.975
H 2.741 -1.081 2.000
H 1.652 -0.349 -0.088
H -1.895 -3.961 -2.502
H -1.297 -5.674 -4.182
H 0.678 -5.346 -5.628
H 2.042 -3.299 -5.427
H 1.461 -1.587 -3.725
C -1.459 -2.420 3.963
O -2.140 -1.258 3.465
C -1.737 -0.756 2.344
O -2.411 0.266 1.953
H -1.312 -2.273 5.029
H -0.504 -2.548 3.460
H -2.087 -3.294 3.803
*
```

=====

(4)
# C39H99O22P

A 10-piece molecular cluster, C39H99O22P overall (the ωB97M-V functional and the def2-TZVPD basis, OMol25).

orbital gap	9.311	eV
structure (SMILES)	COP(=O)(OC)OC.COCCOC.COCCOC.COCCOC.COCCOC.COCCOC.COCCOC.COCCOC.COCCOC.COCCOC
HOMO energy	-0.336	hartree

ORCA input file:
```
! wB97M-V def2-TZVPD RIJCOSX def2/J DEFGRID3
* xyz 0 1
C -2.979 0.197 -1.815
O -1.881 -0.551 -1.313
P -0.313 -0.553 -1.728
O 0.017 0.056 -3.061
O 0.514 0.040 -0.450
C 0.211 -0.601 0.773
O -0.017 -2.155 -1.741
C 1.311 -2.741 -1.902
H -2.514 0.993 -2.398
H -3.499 0.642 -0.966
H -3.736 -0.398 -2.325
H -0.827 -0.879 0.957
H 0.558 0.010 1.606
H 0.715 -1.557 0.916
H 1.527 -3.279 -2.825
H 1.370 -3.363 -1.009
H 2.100 -2.000 -1.770
C -4.602 5.443 2.683
O -3.259 5.171 2.337
C -2.584 6.334 1.917
C -1.174 5.805 1.733
O -0.566 5.186 2.849
C 0.860 5.278 2.957
H -4.892 4.485 3.116
H -5.214 5.529 1.785
H -4.665 6.135 3.522
H -2.546 7.142 2.648
H -3.101 6.734 1.045
H -0.576 6.660 1.420
H -1.053 5.080 0.928
H 1.308 6.258 3.119
H 1.226 4.862 2.018
H 1.117 4.626 3.792
C 7.559 0.938 4.879
O 7.756 0.632 3.501
C 6.859 -0.340 2.904
C 7.602 -1.729 2.895
O 7.845 -2.228 4.221
C 9.286 -2.349 4.482
H 8.066 0.144 5.428
H 6.492 0.902 5.097
H 8.006 1.908 5.098
H 6.800 -0.007 1.868
H 5.880 -0.427 3.375
H 8.423 -1.723 2.178
H 6.840 -2.360 2.438
H 9.567 -3.086 3.730
H 9.576 -2.710 5.469
H 9.800 -1.425 4.219
C 1.569 -5.797 5.815
O 1.018 -4.579 6.188
C 0.312 -4.661 7.443
C 0.089 -3.237 7.917
O 1.212 -2.577 8.541
C 2.413 -2.454 7.810
H 2.385 -6.058 6.490
H 1.870 -5.784 4.768
H 0.879 -6.640 5.824
H 1.066 -5.033 8.137
H -0.596 -5.266 7.439
H -0.615 -3.384 8.736
H -0.360 -2.552 7.198
H 2.653 -3.406 7.338
H 3.243 -2.273 8.494
H 2.355 -1.643 7.084
C -5.417 2.868 -7.276
O -5.914 4.035 -6.632
C -7.306 3.798 -6.218
C -8.169 5.100 -6.247
O -7.778 6.109 -5.345
C -6.813 6.945 -5.824
H -5.620 1.938 -6.745
H -4.339 2.823 -7.430
H -5.851 2.668 -8.256
H -7.464 3.401 -5.216
H -7.768 3.099 -6.916
H -9.216 4.880 -6.041
H -8.211 5.462 -7.274
H -6.074 7.028 -5.028
H -7.220 7.957 -5.828
H -6.258 6.797 -6.751
C 5.050 -9.583 0.045
O 5.657 -10.767 0.530
C 6.132 -10.769 1.887
C 7.431 -9.948 2.233
O 8.525 -10.534 1.589
C 9.656 -9.660 1.344
H 4.136 -9.156 0.459
H 4.650 -9.828 -0.939
H 5.804 -8.803 -0.061
H 6.347 -11.824 2.058
H 5.268 -10.517 2.502
H 7.771 -9.894 3.268
H 7.417 -8.872 2.058
H 9.876 -9.067 2.231
H 9.290 -9.034 0.529
H 10.439 -10.226 0.839
C 9.857 -4.893 -8.719
O 9.462 -4.873 -7.349
C 8.397 -5.846 -7.179
C 7.814 -5.781 -5.753
O 7.240 -4.580 -5.452
C 7.997 -3.466 -4.974
H 10.244 -5.809 -9.167
H 10.748 -4.281 -8.859
H 9.088 -4.537 -9.404
H 8.743 -6.847 -7.436
H 7.477 -5.656 -7.731
H 8.559 -6.284 -5.136
H 7.122 -6.597 -5.541
H 8.443 -3.620 -3.992
H 7.438 -2.552 -4.778
H 8.844 -3.201 -5.607
C -2.427 12.359 -6.758
O -1.016 12.223 -7.095
C -0.157 12.119 -5.944
C 0.201 10.648 -5.582
O -0.966 9.976 -5.081
C -0.749 8.623 -4.729
H -3.140 12.021 -7.510
H -2.471 13.386 -6.398
H -2.742 11.762 -5.902
H -0.693 12.686 -5.183
H 0.795 12.594 -6.183
H 1.000 10.594 -4.844
H 0.668 10.127 -6.419
H -1.680 8.059 -4.783
H -0.340 8.558 -3.721
H -0.161 7.977 -5.382
C -6.045 1.402 12.758
O -5.017 2.257 12.339
C -3.733 1.721 12.289
C -2.901 2.242 11.030
O -3.599 1.769 9.921
C -3.283 2.468 8.724
H -5.930 0.991 13.761
H -6.350 0.609 12.074
H -6.985 1.955 12.760
H -3.763 0.634 12.224
H -3.090 2.078 13.094
H -1.897 1.827 11.125
H -2.846 3.326 11.131
H -3.988 2.269 7.917
H -2.241 2.355 8.424
H -3.212 3.536 8.932
C -9.896 -3.041 -8.059
O -10.028 -1.755 -7.526
C -11.291 -1.530 -6.792
C -11.400 -2.244 -5.426
O -10.289 -2.126 -4.608
C -10.426 -2.478 -3.266
H -9.753 -3.800 -7.290
H -8.945 -3.058 -8.591
H -10.746 -3.264 -8.703
H -12.184 -1.590 -7.414
H -11.236 -0.456 -6.617
H -11.638 -3.307 -5.478
H -12.295 -1.839 -4.955
H -10.243 -3.534 -3.067
H -11.368 -2.237 -2.774
H -9.693 -1.884 -2.719
*
```

=====

(5)
# C17H25FO3PdS3

C17H25FO3PdS3 as an isolated structure (the ωB97M-V functional and the def2-TZVPD basis, OMol25).

ΔE to the lowest compared entry with this formula, charge and spin	3.4	kcal/mol
orbital gap	3.479	eV
HOMO energy	0.023	hartree

ORCA input file:
```
! wB97M-V def2-TZVPD RIJCOSX def2/J DEFGRID3
* xyz -2 1
Pd 0.525 -0.789 -0.302
C 2.449 4.422 0.716
C 2.518 3.487 -0.487
S 1.726 1.826 -0.222
C 0.642 1.829 -1.677
C -0.526 2.798 -1.647
S -1.739 2.570 -0.308
C -1.528 4.122 0.579
C -0.275 4.201 1.470
S 0.944 5.417 0.866
H 3.246 5.170 0.664
H 2.594 3.865 1.644
H 3.572 3.285 -0.702
H 2.088 3.976 -1.363
H 0.301 0.791 -1.739
H 1.249 2.029 -2.567
H -1.070 2.712 -2.589
H -0.163 3.827 -1.559
H -2.429 4.207 1.191
H -1.547 4.951 -0.133
H 0.225 3.232 1.468
H -0.536 4.454 2.497
C -3.563 -3.203 -0.312
C -2.286 -2.415 -0.534
C -1.254 -3.235 -1.321
O -1.779 -2.089 0.754
C -2.507 -1.117 -1.367
O -3.541 -1.004 -2.047
O -1.552 -0.273 -1.320
H -3.327 -4.230 -0.017
H -4.166 -3.203 -1.220
H -4.142 -2.739 0.488
H -1.026 -4.166 -0.794
H -0.347 -2.625 -1.419
H -1.627 -3.462 -2.326
H -1.049 -1.436 0.557
F 2.107 -5.288 4.374
C 2.194 -4.382 3.335
C 2.524 -3.071 3.603
C 2.620 -2.167 2.553
C 2.386 -2.526 1.207
C 2.503 -1.573 0.117
C 2.051 -3.885 1.004
C 1.952 -4.799 2.043
H 2.697 -2.760 4.627
H 2.855 -1.130 2.770
H 2.760 -2.036 -0.839
H 3.133 -0.713 0.346
H 1.825 -4.209 -0.007
H 1.672 -5.830 1.855
*
```

=====

(6)
# C6H9N

A 2-piece molecular cluster, C6H9N overall (the ωB97M-V functional and the def2-TZVPD basis, OMol25).

ΔE to the lowest compared entry with this formula, charge and spin	46.9	kcal/mol
orbital gap	10.601	eV
structure (SMILES)	C=C(C)C#N.C=C
HOMO energy	-0.365	hartree

ORCA input file:
```
! wB97M-V def2-TZVPD RIJCOSX def2/J DEFGRID3
* xyz 0 1
C 0.094 -0.366 -1.517
C 1.169 -0.074 -0.785
C 1.309 1.155 0.078
C 2.286 -0.990 -0.794
N 3.184 -1.721 -0.784
H 0.037 -1.269 -2.117
H -0.771 0.290 -1.510
H 1.970 1.889 -0.396
H 1.741 0.903 1.052
H 0.330 1.615 0.239
C -1.413 -0.443 1.501
C -2.379 -0.036 0.686
H -0.976 0.218 2.246
H -1.002 -1.448 1.443
H -2.803 -0.698 -0.067
H -2.778 0.975 0.725
*
```

=====

Repeat the third record exactly.
# C23H22O5PS2Zr

C23H22O5PS2Zr as an isolated structure (the ωB97M-V functional and the def2-TZVPD basis, OMol25).

ΔE to the lowest compared entry with this formula, charge and spin	28.4	kcal/mol
orbital gap	7.933	eV
HOMO energy	-0.427	hartree

ORCA input file:
```
! wB97M-V def2-TZVPD RIJCOSX def2/J DEFGRID3
* xyz 1 1
Zr -1.219 0.208 0.390
C 3.854 4.695 1.026
O 2.631 5.425 0.940
C 1.491 4.750 0.874
C 0.322 5.528 0.725
C -0.885 4.921 0.591
C -1.018 3.508 0.582
C -2.254 2.928 0.170
C -3.513 3.729 0.095
O -2.330 1.722 -0.237
C 0.157 2.732 0.850
O 0.118 1.415 1.032
C 1.388 3.368 0.971
H 4.648 5.434 0.997
H 3.955 4.016 0.178
H 3.912 4.142 1.964
H 0.425 6.605 0.700
H -1.762 5.535 0.439
H -3.478 4.379 -0.783
H -3.652 4.346 0.980
H -4.350 3.046 -0.022
H 2.240 2.734 1.168
S -2.509 -1.589 -1.040
P -0.596 -1.510 -1.697
S -0.020 0.382 -2.032
C 0.351 -2.064 -0.199
C 0.061 -3.317 0.347
C 0.733 -3.757 1.472
C 1.677 -2.938 2.086
C 1.973 -1.697 1.550
C 1.328 -1.259 0.396
C -0.229 -2.696 -3.002
C -1.020 -3.835 -3.127
C -0.685 -4.789 -4.074
C 0.422 -4.597 -4.891
C 1.194 -3.450 -4.772
C 0.873 -2.491 -3.826
H -0.677 -3.952 -0.127
H 0.521 -4.742 1.866
H 2.191 -3.279 2.975
H 2.741 -1.081 2.000
H 1.652 -0.349 -0.088
H -1.895 -3.961 -2.502
H -1.297 -5.674 -4.182
H 0.678 -5.346 -5.628
H 2.042 -3.299 -5.427
H 1.461 -1.587 -3.725
C -1.459 -2.420 3.963
O -2.140 -1.258 3.465
C -1.737 -0.756 2.344
O -2.411 0.266 1.953
H -1.312 -2.273 5.029
H -0.504 -2.548 3.460
H -2.087 -3.294 3.803
*
```